Entry 1:
Formula: C5H5FOS
Source: OMol25
Level of theory: ωB97M-V with the def2-TZVPD basis set

Structure (XYZ):
```
13
Properties=species:S:1:pos:R:3:forces:R:3
C -0.01930 -1.15039 0.81357 -0.28 0.49 -0.58
C -0.15851 -0.13791 -0.06162 0.00 0.69 1.68
C 0.47638 -1.09801 -2.05423 -0.50 -0.20 -1.50
C -0.12517 1.29959 0.32403 -0.14 -0.21 0.67
C -0.36654 1.75961 1.55830 0.27 1.22 -1.96
H 0.00877 -1.04281 1.89495 0.28 0.13 -0.35
H 1.18804 -1.56411 -1.38679 0.38 -0.20 -0.24
H 0.10752 1.97740 -0.50307 0.13 -0.25 0.34
H -0.77499 1.14158 2.29283 -0.30 -0.89 1.26
H -0.28116 2.82958 1.76627 -0.03 -0.44 -0.01
O -0.33543 -0.26153 -1.40652 -0.08 -0.23 -0.12
F -0.00013 -2.43559 0.41396 -0.18 0.02 -0.01
S 0.28051 -1.31739 -3.65169 0.46 -0.13 0.83
```
Forces are in eV/Å.

Output
Frontier orbital gap: 9.175 eV
Molecular weight: 132.16 u
Lowest unoccupied orbital energy: 0.124 eV
SMILES string: C=C/C(=C/F)OC=S
Relative energy (zero: lowest compared OMol25 entry of this formula, charge and spin): 51.9 kcal per mole

Entry 2:
Formula: C5H9FO2
Source: OMol25
Level of theory: ωB97M-V with the def2-TZVPD basis set

Structure (XYZ):
```
17
Properties=species:S:1:pos:R:3:forces:R:3
C 1.94641 0.70800 0.68031 -0.04 -0.89 -0.13
C 0.91038 -0.22020 0.07501 -0.69 0.48 0.14
C -0.19955 -0.95622 0.88545 1.27 -0.39 0.46
C -1.18447 -0.66059 -0.24415 1.17 -0.12 0.74
C -0.21105 0.43623 -0.76358 0.02 0.62 0.17
H 1.55816 1.42065 1.36607 -0.72 0.19 0.87
H 2.76524 0.17817 1.13091 0.18 -0.52 0.46
H 2.41410 1.32532 -0.04232 0.39 0.45 -1.33
H -0.02274 -2.01293 1.19573 0.01 0.83 -0.30
H -0.49183 -0.36069 1.74413 0.06 0.03 0.25
H -1.21327 -1.55926 -0.87520 -0.68 0.63 -0.25
H -2.26421 0.67462 0.56530 0.02 0.15 -0.04
H -0.05126 0.53853 -1.83919 0.11 -0.15 0.05
H 0.00430 2.39856 -0.57582 -0.58 -0.73 0.37
O -2.38847 -0.22475 0.24546 -1.54 -0.14 -0.57
O -0.57127 1.70514 -0.18882 0.22 0.09 -0.55
F 1.48990 -1.14327 -0.76900 0.81 -0.53 -0.32
```
Forces are in eV/Å.

Output
Frontier orbital gap: 10.482 eV
Molecular weight: 120.12 u
Lowest unoccupied orbital energy: 0.589 eV
SMILES string: C[C@@]1(F)C[C@@H](O)[C@H]1O
Relative energy (zero: lowest compared OMol25 entry of this formula, charge and spin): 26.0 kcal per mole

Entry 3:
Formula: C2H7O2
Source: OMol25
Level of theory: ωB97M-V with the def2-TZVPD basis set

Structure (XYZ):
```
11
Properties=species:S:1:pos:R:3:forces:R:3
O 0.63252 2.02171 -1.35231 0.86 -0.18 -0.30
H 1.54756 1.77405 -1.57268 -0.15 0.15 0.23
H -0.49091 -1.96098 2.13560 0.00 -0.05 -0.33
H 0.35077 2.51938 -2.13366 -0.54 -0.07 0.21
C -0.86266 -1.76152 1.10729 0.11 0.20 1.62
C 0.10022 -0.84525 0.51062 0.30 -1.08 -0.92
O -0.28123 0.23138 0.05007 -1.00 0.34 0.20
H -1.82475 -1.28754 1.23511 -0.34 -0.08 -0.33
H -0.90124 -2.75530 0.65060 0.13 0.26 -0.28
H 1.13322 -1.22168 0.40876 -0.07 0.60 -0.03
H 0.09321 1.01383 -0.57670 0.71 -0.09 -0.07
```
Forces are in eV/Å.

Output
Frontier orbital gap: 12.320 eV
Molecular weight: 63.08 u
Lowest unoccupied orbital energy: -4.980 eV
Net charge: +1
Relative energy (zero: lowest compared OMol25 entry of this formula, charge and spin): 7.2 kcal per mole

Entry 4:
Formula: C2H2N2O2
Source: OMol25
Level of theory: ωB97M-V with the def2-TZVPD basis set

Structure (XYZ):
```
8
Properties=species:S:1:pos:R:3:forces:R:3
O -1.53779 -0.89456 0.74962 0.01 -0.08 0.13
C -0.56565 -0.17867 0.22217 0.40 0.25 1.33
N 0.44727 0.23375 0.96901 -2.23 1.26 1.69
O 1.08999 1.20102 0.02716 0.90 -2.52 0.34
C 0.77154 0.47515 -1.01667 -0.24 0.98 -2.23
N -0.45787 0.01874 -1.11980 1.43 -0.79 0.18
H -1.36513 -0.89686 1.70623 -0.23 -0.08 -0.07
H 1.61765 0.04144 -1.53772 -0.03 0.97 -1.37
```
Forces are in eV/Å.

Output
Frontier orbital gap: 9.403 eV
Molecular weight: 86.05 u
Lowest unoccupied orbital energy: -0.321 eV
Relative energy (zero: lowest compared OMol25 entry of this formula, charge and spin): 93.1 kcal per mole

Among the records above, which one has the lowest relative energy (zero: lowest compared OMol25 entry of this formula, charge and spin)? C2H7O2

Among the records above, which one has the lowest frontier orbital gap? C5H5FOS

What did the first record say?
Formula: C5H5FOS
Source: OMol25
Level of theory: ωB97M-V with the def2-TZVPD basis set

Structure (XYZ):
```
13
Properties=species:S:1:pos:R:3:forces:R:3
C -0.01930 -1.15039 0.81357 -0.28 0.49 -0.58
C -0.15851 -0.13791 -0.06162 0.00 0.69 1.68
C 0.47638 -1.09801 -2.05423 -0.50 -0.20 -1.50
C -0.12517 1.29959 0.32403 -0.14 -0.21 0.67
C -0.36654 1.75961 1.55830 0.27 1.22 -1.96
H 0.00877 -1.04281 1.89495 0.28 0.13 -0.35
H 1.18804 -1.56411 -1.38679 0.38 -0.20 -0.24
H 0.10752 1.97740 -0.50307 0.13 -0.25 0.34
H -0.77499 1.14158 2.29283 -0.30 -0.89 1.26
H -0.28116 2.82958 1.76627 -0.03 -0.44 -0.01
O -0.33543 -0.26153 -1.40652 -0.08 -0.23 -0.12
F -0.00013 -2.43559 0.41396 -0.18 0.02 -0.01
S 0.28051 -1.31739 -3.65169 0.46 -0.13 0.83
```
Forces are in eV/Å.

Output
Frontier orbital gap: 9.175 eV
Molecular weight: 132.16 u
Lowest unoccupied orbital energy: 0.124 eV
SMILES string: C=C/C(=C/F)OC=S
Relative energy (zero: lowest compared OMol25 entry of this formula, charge and spin): 51.9 kcal per mole